1.
{"formula": "C2H4N2O3S", "method": "the ωB97M-V functional and the def2-TZVPD basis", "mol_weight_g_mol": 136.1, "homo_lumo_gap_ev": [6.470, 6.490], "homo_energy_ev": [0.34, 0.49], "e_tot_ev": -22089.61195, "charge": -2, "elements": ["C", "C", "N", "N", "O", "O", "O", "S", "H", "H", "H", "H"], "xyz": [[1.48, 0.15, -1.54], [-0.72, -0.07, 0.66], [0.53, 0.22, 0.79], [-1.09, -1.26, 1.49], [0.46, 3.46, -0.40], [-1.60, 0.32, 0.00], [2.61, 1.53, 0.36], [1.26, 1.30, -0.17], [0.34, -0.01, -1.89], [1.96, 0.69, -2.40], [-0.35, -1.87, 1.30], [-1.98, -1.76, 1.21]], "mulliken_charge": [-0.690, 0.560, -0.384, -0.699, -0.886, -0.628, -0.612, 0.657, 0.056, 0.156, 0.248, 0.222]}

=====

2.
{"formula": "C2H4N2O3S", "method": "the ωB97M-V functional and the def2-TZVPD basis", "mol_weight_g_mol": 136.1, "homo_lumo_gap_ev": 6.256, "homo_energy_ev": 0.59, "e_tot_ev": -22092.97955, "charge": -2, "elements": ["C", "S", "O", "O", "N", "C", "N", "O", "H", "H", "H", "H"], "xyz": [[2.46, 0.30, -0.52], [1.09, 0.58, 0.55], [1.05, 2.06, 0.75], [1.34, -0.01, 1.88], [-0.50, 0.20, -0.13], [-1.53, -0.27, 0.48], [-2.56, -0.82, -0.65], [-1.83, -0.46, 1.63], [3.02, -0.58, -0.15], [2.18, -0.19, -1.52], [-2.91, 0.13, -0.88], [-1.83, -0.94, -1.44]], "mulliken_charge": [-0.855, 0.926, -0.699, -0.694, -0.529, 0.613, -0.881, -0.680, 0.127, 0.099, 0.245, 0.330]}